(1)
{
  "formula": "C11H27ClCrN4O7S",
  "method": "ωB97M-V with the def2-TZVPD basis set",
  "spin_multiplicity": 9,
  "total_energy_ev": -83903.463,
  "relative_energy_ev": 3.778,
  "s2": 20.009,
  "charge": 0,
  "species": ["Cr", "N", "O", "O", "O", "Cl", "C", "C", "O", "N", "C", "H", "H", "H", "H", "H", "H", "H", "C", "C", "O", "N", "C", "H", "H", "H", "H", "H", "H", "H", "C", "C", "O", "N", "C", "H", "H", "H", "H", "H", "H", "H", "C", "S", "O", "C", "H", "H", "H", "H", "H", "H"],
  "positions_angstrom": [[1.09963, -1.51658, -0.52694], [-0.71716, -2.38247, -4.72111], [-1.91191, -1.94362, -4.69685], [-0.39009, -3.07559, -5.58325], [0.12890, -1.96288, -3.98511], [2.41412, -4.79316, 0.50895], [-4.47437, -1.64288, 1.98353], [-3.75647, -2.58601, 1.07002], [-2.74936, -2.31135, 0.45282], [-4.10140, -3.86432, 1.17823], [-5.08523, -4.55181, 1.97195], [-4.63452, -2.12931, 2.94574], [-5.41967, -1.46743, 1.46999], [-4.04082, -0.65650, 2.14838], [-3.58007, -4.46612, 0.55682], [-4.86897, -4.69143, 3.03111], [-5.40970, -5.48102, 1.50356], [-6.06009, -4.07844, 2.08879], [4.45972, 2.60453, -1.59591], [4.70892, 1.24885, -2.15407], [4.27276, 0.19015, -1.61521], [5.48875, 1.33901, -3.24965], [5.77804, 0.16889, -3.97349], [3.82992, 2.58051, -0.70660], [4.09376, 3.27189, -2.37616], [5.25762, 3.18199, -1.12902], [5.78924, 2.27209, -3.49290], [4.91804, -0.48428, -3.82562], [6.69826, -0.14843, -3.48299], [6.06280, 0.38383, -5.00345], [0.46155, 1.71874, 4.13132], [0.44373, 0.16331, 4.06516], [0.97418, -0.46780, 3.15014], [-0.14224, -0.57639, 5.00111], [0.14167, -1.96203, 5.32485], [0.40344, 2.12754, 5.14007], [-0.38792, 1.92158, 3.47912], [1.40729, 2.05638, 3.70743], [-0.83403, -0.19231, 5.62881], [1.14157, -2.20083, 4.96252], [-0.48921, -2.69068, 4.81577], [0.20031, -2.08698, 6.40607], [-0.43835, 3.65173, -3.65615], [-1.34988, 2.83631, -2.28936], [-0.19203, 2.22925, -1.43702], [-1.94330, 4.43660, -1.43908], [-1.15660, 4.12568, -4.32518], [0.12751, 3.03902, -4.35792], [0.07859, 4.51215, -3.23124], [-2.86971, 4.31767, -0.87720], [-2.16429, 5.15383, -2.22955], [-1.21310, 4.87898, -0.76144]],
  "forces_ev_per_angstrom": [[0.0, 0.1, 0.0], [-2.0, 3.4, 1.2], [1.2, -0.5, 0.7], [0.5, -3.9, -4.1], [0.2, 1.1, 2.2], [0.0, -0.1, 0.0], [-0.9, 0.3, -0.3], [2.0, 1.0, 1.6], [0.0, 0.7, -1.0], [-1.1, -2.5, -0.4], [-1.6, 0.2, 0.5], [-0.2, 0.1, 0.0], [-0.5, 0.1, 0.4], [0.5, -0.4, -0.3], [0.1, 0.2, 0.1], [0.9, -0.4, 0.0], [0.7, -0.2, 0.1], [0.0, 0.9, -0.6], [-0.7, 1.3, 1.4], [-0.3, -1.6, 2.1], [1.3, 2.6, -2.0], [-1.4, 1.2, 0.5], [1.5, -0.3, -0.1], [-0.8, -0.3, -0.6], [-0.5, 0.0, 0.1], [1.1, -0.6, -0.5], [0.0, -0.4, -0.2], [0.5, -0.4, -0.4], [-0.1, -1.4, -0.3], [-0.5, -0.1, -0.1], [-0.1, -1.8, -0.1], [1.6, -0.6, -1.7], [0.3, 1.2, 0.2], [-1.8, -0.1, 2.8], [1.1, -0.2, -0.9], [-0.5, -0.1, -0.1], [0.1, 0.9, 0.1], [-0.3, -0.1, -0.3], [0.4, 0.5, -0.1], [0.1, 0.2, -0.1], [-0.4, 0.1, 0.3], [-0.5, -0.1, -0.1], [-1.2, 1.2, -0.3], [2.7, -0.3, 1.8], [-2.5, 1.3, -1.4], [0.1, -0.2, -0.7], [-0.6, 0.0, 0.1], [0.3, -0.5, 0.9], [0.6, -0.4, 0.0], [0.1, -0.6, -0.1], [0.1, 0.0, -0.1], [0.4, -0.4, -0.2]],
  "nbo_charge": [0.01, 0.70, -0.24, -0.24, -0.22, 0.01, -0.71, 0.67, -0.61, -0.61, -0.43, 0.22, 0.23, 0.24, 0.40, 0.19, 0.22, 0.20, -0.73, 0.65, -0.63, -0.60, -0.42, 0.25, 0.22, 0.23, 0.40, 0.24, 0.19, 0.20, -0.71, 0.67, -0.63, -0.62, -0.42, 0.21, 0.24, 0.25, 0.38, 0.23, 0.20, 0.20, -0.81, 1.17, -0.95, -0.80, 0.22, 0.25, 0.23, 0.23, 0.22, 0.24]
}

(2)
{
  "formula": "C20H43N5O6",
  "method": "ωB97M-V with the def2-TZVPD basis set",
  "spin_multiplicity": 1,
  "total_energy_ev": -41171.941,
  "charge": 0,
  "species": ["C", "O", "N", "C", "C", "H", "H", "H", "H", "H", "H", "H", "C", "O", "N", "C", "C", "H", "H", "H", "H", "H", "H", "H", "C", "O", "N", "C", "C", "H", "H", "H", "H", "H", "H", "H", "C", "O", "N", "C", "C", "H", "H", "H", "H", "H", "H", "H", "C", "C", "O", "C", "H", "H", "H", "H", "H", "H", "C", "C", "O", "C", "H", "H", "H", "H", "H", "H", "C", "C", "N", "H", "H", "H"],
  "positions_angstrom": [[2.38151, 3.39109, 0.02308], [3.02619, 3.45218, -1.00852], [2.64446, 4.02681, 1.17946], [1.86720, 3.84197, 2.37721], [3.83878, 4.86003, 1.25040], [1.45097, 2.79417, 0.06614], [2.53097, 3.49865, 3.18087], [0.96319, 3.25006, 2.29700], [1.58207, 4.82987, 2.76493], [4.38094, 4.91240, 0.31618], [3.56615, 5.83980, 1.64067], [4.51942, 4.39648, 1.97317], [-2.89987, 4.23173, -4.15942], [-2.80612, 3.92915, -5.33678], [-2.43490, 3.44978, -3.14931], [-2.45177, 3.98129, -1.79316], [-1.78911, 2.20661, -3.45662], [-3.38794, 5.14199, -3.79019], [-2.75713, 5.02517, -1.82625], [-1.46784, 3.90848, -1.33171], [-3.20743, 3.47836, -1.18425], [-1.71450, 1.98842, -4.51575], [-0.75462, 2.25584, -3.09403], [-2.28147, 1.35170, -2.98386], [-0.56580, -5.28847, 2.56079], [-1.00131, -4.41548, 3.29080], [-0.63036, -5.28282, 1.21247], [-0.38126, -6.52033, 0.49469], [-1.31467, -4.22827, 0.50837], [-0.00458, -6.11200, 3.02575], [-0.01831, -7.34909, 1.09802], [0.32067, -6.31041, -0.31304], [-1.31375, -6.91471, 0.07438], [-1.29984, -3.29627, 1.06151], [-0.81348, -4.07746, -0.45046], [-2.34929, -4.52022, 0.29574], [0.34593, -1.13106, -2.42020], [0.66557, -1.26949, -1.25030], [1.10224, -0.51534, -3.34490], [2.46127, -0.06488, -3.03367], [0.66117, -0.18264, -4.66786], [-0.57314, -1.54486, -2.87598], [2.91586, -0.43316, -2.11764], [2.39963, 1.00275, -2.79605], [3.06742, -0.33662, -3.89378], [-0.41247, -0.23616, -4.83582], [0.95846, 0.84976, -4.88127], [1.17249, -0.76729, -5.44154], [-4.83498, -0.16592, 3.29463], [-3.79326, -1.21108, 3.66131], [-2.83770, -0.96094, 4.34990], [-3.98303, -2.55238, 3.00872], [-4.24701, 0.59012, 2.76969], [-5.20340, 0.30881, 4.20436], [-5.62923, -0.65078, 2.74298], [-5.03327, -2.86057, 3.02523], [-3.44371, -3.28904, 3.61037], [-3.68805, -2.71605, 1.97176], [4.11206, -1.83560, 0.18007], [3.97237, -0.36380, 0.47351], [4.43814, 0.47115, -0.26552], [3.45415, 0.09641, 1.80557], [4.08322, -2.03835, -0.88888], [3.32092, -2.40449, 0.66660], [5.10092, -2.13542, 0.53048], [3.81793, 1.09811, 2.04660], [3.71238, -0.47235, 2.69934], [2.37092, 0.23981, 1.72171], [-0.97878, -0.52691, 1.36597], [-1.02332, 0.92671, 1.13373], [-1.05469, 2.04644, 0.89677], [-1.64019, -1.02366, 0.66162], [-1.19339, -0.72180, 2.41682], [0.00936, -0.94590, 1.17737]],
  "forces_ev_per_angstrom": [[-0.7, -0.5, -0.6], [0.0, 0.2, 0.2], [0.4, 0.0, -0.9], [0.7, 1.2, 1.0], [-0.1, -0.5, 1.1], [0.1, 0.0, 0.2], [-0.2, -0.6, -0.1], [0.2, -0.3, -0.4], [-0.3, 0.0, -0.2], [-0.4, 0.0, -0.3], [0.1, 0.2, -0.2], [0.1, 0.1, 0.1], [0.4, -1.0, -0.5], [-0.3, 0.4, 0.2], [-0.5, 1.0, -0.3], [-0.3, -0.3, -0.1], [0.9, -0.5, 0.6], [0.0, 0.2, -0.1], [0.2, 0.1, -0.1], [-0.1, -0.1, 0.1], [0.3, -0.2, 0.1], [-0.4, 0.5, -0.2], [-0.1, -0.2, 0.1], [-0.1, 0.1, 0.2], [0.0, 0.8, 0.9], [-0.1, 0.1, -0.3], [0.2, -0.9, 0.6], [-0.3, 0.1, -0.6], [-0.1, -0.2, -0.6], [-0.1, -0.4, -0.5], [0.3, 0.4, 0.4], [0.0, -0.3, -0.1], [0.0, 0.2, -0.2], [0.1, -0.1, 0.2], [0.0, 0.1, 0.0], [0.0, 0.1, 0.1], [0.3, 0.1, -0.5], [-0.3, -0.2, 0.1], [0.3, -0.5, 0.8], [-0.5, 0.7, 0.4], [0.3, 0.5, -0.9], [-0.2, 0.1, 0.3], [-0.5, -0.7, -0.1], [0.4, 0.2, -0.7], [0.3, 0.4, 0.0], [0.0, -0.3, 0.4], [-0.2, 0.0, 0.1], [-0.1, -0.2, 0.2], [0.8, -0.2, 0.8], [-0.2, 0.2, -1.0], [0.1, 0.1, 0.3], [-0.3, -1.5, 0.8], [-0.5, 0.1, -0.4], [-0.1, 0.0, 0.0], [-0.2, 0.5, -0.3], [-0.1, 0.3, 0.1], [0.2, 0.0, -0.2], [0.3, 0.7, 0.0], [-0.5, 0.0, -0.1], [1.3, 0.4, 0.4], [-0.2, -0.1, -0.6], [-0.6, 0.8, 0.7], [0.0, 0.2, 0.0], [0.2, -0.2, 0.1], [-0.1, -0.1, 0.2], [0.2, 0.0, -0.5], [-0.3, -0.6, -0.4], [-0.1, -0.4, 0.2], [0.4, 0.4, 0.3], [0.3, -1.0, -0.2], [0.0, 0.5, 0.0], [-0.3, 0.0, 0.2], [-0.4, -0.1, -0.1], [0.1, 0.4, -0.2]],
  "mulliken_charge": [0.36, -0.67, 0.10, -0.78, -1.02, 0.24, 0.32, 0.17, 0.33, 0.31, 0.32, 0.33, 0.13, -0.59, 0.12, -0.76, -0.89, 0.28, 0.34, 0.21, 0.25, 0.33, 0.29, 0.27, 0.00, -0.52, 0.19, -0.97, -0.45, 0.32, 0.34, 0.29, 0.33, -0.19, 0.32, 0.34, -0.01, -0.60, 0.25, -0.60, -1.01, 0.34, -0.30, 0.39, 0.40, 0.35, 0.36, 0.35, -0.93, 0.79, -0.57, -1.05, 0.20, 0.31, 0.31, 0.46, 0.28, 0.23, -1.12, 1.02, -0.55, -0.93, 0.31, 0.24, 0.39, 0.23, 0.43, 0.03, -0.62, 0.22, -0.52, 0.25, 0.43, 0.23]
}